No. 1
This record from the OMol25 dataset describes one molecule with the formula C2H2N4. The level of theory is ωB97M-V with the def2-TZVPD basis set.

- HOMO (Eh) = -0.374
- ΔE to the lowest compared entry with this formula, charge and spin (kJ/mol) = 211.2
- SMILES = c1ncnnn1
- spin multiplicity = 1
- frontier orbital gap (eV) = 9.52
- LUMO level (eV) = -0.66

```
8
Properties=species:S:1:pos:R:3:forces:R:3:nbo_charge:R:1
C -1.0859 -0.3847 -0.2366 0.14 0.10 0.17 0.25
N -1.0626 0.9363 -0.2762 -0.59 0.16 0.32 -0.27
N 0.0744 1.5746 -0.0758 -0.44 0.39 -1.71 0.05
N 1.1745 0.8995 -0.1785 -0.05 0.00 1.47 -0.23
C 1.0295 -0.3678 0.2594 0.27 0.00 0.31 0.22
N -0.0873 -1.0692 0.3272 0.17 0.20 -0.51 -0.43
H -1.9853 -0.8792 -0.6038 0.24 0.03 0.24 0.20
H 1.9318 -0.6850 0.7520 0.26 -0.87 -0.31 0.20
```
Forces are in eV/Å.

***

No. 2
This record from the OMol25 dataset describes one molecule with the formula C7H12NO3P. The level of theory is ωB97M-V with the def2-TZVPD basis set.

- HOMO (alpha / beta) (Eh) = -0.278 / -0.397
- spin multiplicity = 3
- frontier orbital gap (alpha / beta) (eV) = 8.18 / 8.28
- LUMO level (alpha / beta) (eV) = 0.61 / -2.51
- <S²> = 2.02

```
24
Properties=species:S:1:pos:R:3:forces:R:3:nbo_charge:R:1
C -1.6047 0.2710 0.9762 0.75 1.47 -0.25 0.18
C -0.6595 1.2082 0.5990 1.45 -1.17 -1.03 -0.01
C 0.5587 0.6794 -0.3086 -1.35 -0.33 0.88 -0.28
C -0.7493 2.6358 0.9814 -0.12 -0.17 0.20 -0.66
C 1.5416 1.6440 -0.8302 -0.11 0.02 -0.17 -0.69
C 0.9513 -2.1431 1.6736 0.33 -0.15 0.46 -0.26
C -1.5337 -1.5035 -1.8841 -0.40 -0.08 -0.01 -0.25
N -2.4443 -0.4496 1.2976 -1.05 -0.98 0.41 -0.28
O 2.2219 -1.3519 -0.9804 0.34 0.14 -0.04 -1.08
O 0.1744 -1.9276 0.5107 -0.03 0.59 -1.15 -0.81
O -0.1145 -1.4653 -1.9179 0.50 0.15 0.31 -0.80
P 0.8188 -1.0693 -0.6940 -0.64 -0.07 0.39 2.35
H -1.4181 2.7507 1.8341 0.01 0.09 -0.06 0.24
H -1.1449 3.2305 0.1529 0.03 0.10 -0.03 0.24
H 0.2338 3.0295 1.2410 0.01 0.05 -0.03 0.23
H 2.0108 1.2144 -1.7135 0.18 0.16 -0.03 0.26
H 2.3355 1.8253 -0.0978 0.10 0.07 0.03 0.24
H 1.0821 2.6047 -1.0751 0.07 -0.01 -0.01 0.22
H 0.8332 -1.3075 2.3688 -0.01 -0.06 0.01 0.18
H 2.0063 -2.2576 1.4123 -0.09 -0.03 0.07 0.21
H 0.5799 -3.0595 2.1338 0.07 0.14 0.01 0.20
H -1.8962 -1.9156 -0.9428 0.00 -0.02 -0.05 0.21
H -1.8397 -2.1425 -2.7136 -0.03 0.11 0.11 0.20
H -1.9435 -0.5005 -2.0235 0.00 -0.04 -0.01 0.18
```
Forces are in eV/Å.

***

No. 3
This record from the OMol25 dataset describes C34H46Ge2N6RuS as an isolated structure. The level of theory is ωB97M-V with the def2-TZVPD basis set.

- HOMO (alpha / beta) (Eh) = -0.585 / -0.584
- spin multiplicity = 2
- net charge = +3
- frontier orbital gap (alpha / beta) (eV) = 6.18 / 4.11
- LUMO level (alpha / beta) (eV) = -9.73 / -11.79
- <S²> = 1.00

```
90
Properties=species:S:1:pos:R:3:forces:R:3:mulliken_spin:R:1
Ru -0.4911 0.1188 0.5039 -0.52 0.46 -1.28 0.08
N 2.5998 -2.4806 -1.8381 -0.82 0.23 -0.27 0.15
C 1.5302 -1.8988 -1.3101 2.40 1.77 2.04 0.01
S 1.8846 -0.5462 -0.1924 -0.81 0.06 0.29 0.03
N 0.3394 -2.2723 -1.5994 -3.18 -1.16 -1.44 0.32
N -0.7241 -1.6698 -1.0767 2.84 1.73 1.33 0.13
C -1.8978 -1.8781 -1.6256 -0.98 -0.93 -1.24 -0.04
C -2.1464 -2.7706 -2.7463 0.25 0.28 0.69 0.10
C -3.0943 -2.4177 -3.7244 -0.36 -0.02 -0.26 0.03
C -3.3717 -3.2719 -4.7696 -0.02 0.29 0.02 -0.01
C -2.7175 -4.4961 -4.8645 0.04 0.16 0.08 0.09
C -1.7615 -4.8452 -3.9173 0.17 -0.02 0.23 -0.01
C -1.4690 -3.9956 -2.8719 0.15 -0.50 -0.09 0.05
C -3.0115 -1.0834 -1.0982 -0.37 0.18 0.09 0.01
C -4.3332 -1.5273 -1.1847 0.49 -0.03 -0.12 0.03
C -5.3625 -0.6885 -0.7956 0.02 0.40 0.16 -0.01
C -5.0418 0.5884 -0.3619 -0.14 -0.33 -0.24 0.02
C -3.7044 0.9322 -0.2486 0.14 0.11 -0.05 0.01
N -2.7021 0.1163 -0.5640 0.49 0.29 0.89 0.03
H 3.5155 -2.0866 -1.6886 0.10 -0.08 0.18 0.00
H 2.4883 -3.1217 -2.6107 -0.05 -0.20 0.01 0.00
H -3.5843 -1.4570 -3.6767 -0.03 0.07 -0.05 0.00
H -4.0811 -2.9808 -5.5280 -0.09 0.04 -0.05 0.00
H -2.9471 -5.1681 -5.6753 -0.02 -0.09 -0.12 0.00
H -1.2534 -5.7920 -3.9992 0.04 -0.14 0.05 0.00
H -0.7614 -4.2958 -2.1143 -0.02 -0.06 -0.02 0.00
H -4.5458 -2.5132 -1.5636 0.00 -0.12 -0.02 0.00
H -6.3890 -1.0136 -0.8576 -0.11 -0.03 0.00 0.00
H -5.8034 1.3109 -0.1210 -0.11 0.07 0.11 0.00
H -3.4392 1.9253 0.0893 0.00 -0.09 0.08 0.00
C -2.2409 1.4629 2.9508 -0.40 -0.40 0.17 0.00
N -0.9973 1.7077 2.2111 0.99 -0.72 -1.09 -0.01
C 0.1084 1.7476 3.1773 0.37 0.00 0.35 0.00
C -1.0978 3.0012 1.5087 0.29 0.32 -0.43 -0.01
C 0.1210 3.3201 0.6454 -0.28 0.04 0.50 0.01
N 0.3831 2.3080 -0.3919 -0.98 -1.41 0.20 -0.03
C -0.5296 2.4318 -1.5324 -0.22 0.29 -0.57 0.00
C 1.7479 2.4662 -0.8977 0.48 -0.13 -0.13 0.01
H -2.4535 2.2861 3.6415 0.11 0.04 -0.11 0.00
H -2.1577 0.5450 3.5356 0.04 0.06 -0.13 0.00
H -3.0765 1.3598 2.2632 -0.02 0.02 0.00 0.00
H 0.0020 2.6002 3.8591 -0.05 0.00 -0.08 0.00
H 1.0686 1.8242 2.6646 -0.11 -0.07 0.09 0.00
H 0.1002 0.8390 3.7817 0.00 0.05 -0.18 0.00
H -1.2177 3.8129 2.2379 -0.04 -0.10 -0.02 0.00
H -1.9946 2.9950 0.8871 0.02 -0.02 0.11 0.00
H 1.0095 3.3979 1.2772 -0.08 0.03 -0.15 0.00
H -0.0383 4.3058 0.1860 0.10 -0.13 -0.02 0.00
H -0.3174 3.3486 -2.0957 -0.02 -0.01 0.04 0.00
H -1.5694 2.4672 -1.2126 0.09 -0.06 0.02 0.00
H -0.3865 1.5783 -2.2042 -0.08 0.18 0.14 0.00
H 1.9091 3.4880 -1.2573 -0.14 0.01 0.07 0.00
H 1.9151 1.7888 -1.7342 -0.03 0.06 0.06 0.00
H 2.4872 2.2537 -0.1265 -0.07 0.02 0.06 0.00
C 3.1458 -2.7414 4.7235 0.07 0.56 -0.30 0.00
Ge 3.0863 -1.0093 3.7517 -0.70 0.20 -0.53 0.01
C 4.5748 -0.5149 2.5266 -0.32 -0.21 0.56 0.00
C 2.6672 0.4867 4.9826 0.27 -0.47 -0.30 0.00
Ge 1.0311 -1.4446 1.9705 1.05 -1.84 2.26 0.00
C 1.4931 -3.3244 1.4348 -0.55 1.11 -0.07 0.01
C 2.8286 -3.6873 1.3287 0.02 0.18 -0.04 0.00
C 3.1819 -4.9236 0.8201 0.10 -0.07 0.08 0.01
C 2.1918 -5.7992 0.4066 0.04 -0.16 -0.12 0.00
C 0.8583 -5.4473 0.5186 -0.17 -0.13 0.04 0.01
C 0.5033 -4.2197 1.0554 0.10 0.02 -0.16 0.00
C -0.8559 -1.7678 2.7861 1.00 0.63 -1.29 0.01
C -1.9972 -2.0855 2.0673 -0.26 -0.24 -0.17 0.01
C -3.1221 -2.5570 2.7326 -0.11 0.11 -0.11 0.01
C -3.1014 -2.6975 4.1087 -0.23 0.04 -0.03 0.00
C -1.9621 -2.3723 4.8276 0.20 0.06 0.05 0.00
C -0.8384 -1.8973 4.1687 0.11 0.23 0.13 0.00
H 4.0625 -2.7106 5.3101 0.11 -0.01 0.09 0.00
H 3.1726 -3.6250 4.0945 -0.01 0.06 -0.17 0.00
H 2.3115 -2.8256 5.4156 -0.08 0.10 0.00 0.00
H 5.3828 -0.1722 3.1726 0.10 0.07 -0.03 0.00
H 4.2952 0.3005 1.8609 -0.09 0.02 0.09 0.00
H 4.9511 -1.3438 1.9338 -0.04 -0.08 0.02 0.00
H 3.4530 0.4515 5.7382 0.04 0.06 0.07 0.00
H 1.7177 0.3802 5.4989 -0.09 -0.11 0.00 0.00
H 2.7149 1.4593 4.5004 0.03 0.01 -0.10 0.00
H 3.5975 -3.0021 1.6570 0.12 0.03 -0.08 0.00
H 4.2220 -5.2031 0.7572 0.11 -0.08 -0.01 0.00
H 2.4610 -6.7655 0.0126 0.04 -0.14 -0.07 0.00
H 0.0855 -6.1329 0.2066 -0.05 -0.17 0.01 0.00
H -0.5403 -3.9691 1.1809 -0.10 -0.01 -0.04 -0.01
H -2.0013 -2.0467 0.9826 -0.03 -0.14 0.16 -0.03
H -4.0025 -2.8336 2.1708 -0.11 0.00 -0.01 0.00
H -3.9782 -3.0570 4.6250 -0.05 -0.09 0.05 0.00
H -1.9420 -2.4981 5.9000 0.00 -0.03 0.07 0.00
H 0.0601 -1.6690 4.7306 0.00 0.05 0.07 0.00
```
Forces are in eV/Å.

***

no.,F_max (eV Å⁻¹)
1,1.80
2,2.13
3,3.68